Below is a molecular structure, C27H29IrN12O4PS2, with properties calculated with wB97M-V/def2-TZVPD.

Atoms and positions in Å:
Ir  -0.275618  -0.496890  -0.898665
C  -4.923628  -3.128651  -1.759566
N  -3.555859  -3.555264  -2.061018
C  -3.190188  -4.674210  -2.807515
C  -1.855135  -4.736170  -2.811768
N  -1.401200  -3.638695  -2.059557
C  -2.458510  -2.930627  -1.615096
S  -2.487912  -1.507496  -0.702324
C  -0.050224  -3.466197  -1.685979
C  0.622677  -4.568224  -1.209750
C  1.979646  -4.467826  -0.948609
C  2.617321  -3.277495  -1.230125
C  1.864983  -2.205698  -1.670131
N  0.526564  -2.262946  -1.861508
H  -5.611323  -3.796919  -2.267431
H  -5.075898  -2.108053  -2.104960
H  -5.096332  -3.173983  -0.686135
H  -3.921034  -5.306057  -3.281682
H  -1.178413  -5.419835  -3.292564
H  0.080507  -5.488855  -1.044258
H  2.520598  -5.313948  -0.544730
H  3.686344  -3.164834  -1.115999
H  2.313058  -1.250128  -1.897528
O  0.153227  -0.647146  3.154968
S  0.167024  -0.630622  1.732570
O  -0.720884  0.401911  1.077787
O  -0.061151  -1.897178  1.007722
O  1.634902  -0.188784  1.278527
N  -7.790526  6.801293  -1.203285
C  -6.961126  6.032179  -1.401971
C  -5.914962  5.061650  -1.637232
C  -4.969978  5.284233  -2.633327
C  -3.959991  4.361456  -2.844480
C  -3.913853  3.222469  -2.059997
C  -4.849846  2.985863  -1.067138
C  -5.853823  3.913892  -0.852536
N  -2.866702  2.260461  -2.288226
C  -2.374990  1.865897  -3.517481
C  -1.437891  0.918701  -3.278142
N  -1.363868  0.738952  -1.915495
C  -2.233809  1.556691  -1.342015
H  -5.020377  6.182919  -3.232242
H  -3.204651  4.542642  -3.598542
H  -4.808216  2.080019  -0.474557
H  -6.595898  3.749391  -0.083429
H  -2.737552  2.282594  -4.441045
H  -0.825940  0.362349  -3.966965
H  -2.385164  1.674073  -0.281089
C  5.240092  -0.790674  4.419698
N  5.459135  0.593125  3.804031
C  4.641613  1.632532  4.580218
N  3.282740  1.242857  4.655336
C  3.134204  -0.073152  5.274264
N  3.857155  -1.089856  4.505612
C  3.211458  -1.383123  3.221305
P  3.112864  0.126007  2.159269
C  5.021609  0.573127  2.362670
C  2.543923  1.372655  3.394962
H  5.702830  -0.775379  5.406193
H  5.755696  -1.507597  3.783811
H  6.450031  0.833524  3.887913
H  4.749197  2.580042  4.056691
H  5.089487  1.709024  5.570381
H  2.079847  -0.335415  5.317624
H  3.539600  -0.038746  6.285023
H  2.195056  -1.718322  3.415298
H  3.746742  -2.186946  2.713586
H  5.185814  1.556213  1.923930
H  5.607190  -0.170965  1.825587
H  1.486390  1.206432  3.586911
H  2.665727  2.381525  2.998232
N  2.594934  3.656586  -4.906687
C  2.378051  3.107060  -3.915880
N  2.179439  2.519384  -2.748972
C  1.654884  1.491643  -2.317019
N  1.199894  0.511527  -1.835432

Force components x, y, z for each atom (eV/Å):
-2.66 -2.31 0.13
0.15 -0.02 -0.04
-0.27 -0.21 -0.13
-0.27 0.21 0.13
0.20 0.13 0.15
0.21 -0.22 -0.13
-0.18 0.22 -0.12
0.20 -0.10 0.77
-0.16 0.16 -0.22
0.14 -0.14 -0.05
-0.03 -0.13 0.03
0.01 0.06 -0.16
0.02 -0.16 -0.26
0.36 0.23 0.31
0.00 0.00 -0.02
0.02 0.00 -0.03
0.01 -0.01 0.01
0.00 0.02 0.04
0.01 0.03 0.03
0.01 0.03 0.01
-0.01 0.01 -0.05
-0.03 0.02 0.01
-0.02 0.02 0.15
-0.50 -0.06 0.00
0.34 0.04 -0.26
0.67 -0.17 -0.66
1.01 0.66 0.27
-0.07 0.01 0.09
0.07 -0.07 -0.02
0.13 -0.12 -0.03
-0.19 0.19 0.08
0.03 0.02 -0.06
0.03 0.08 -0.04
0.21 -0.12 -0.05
-0.04 -0.06 0.05
0.01 -0.03 0.05
-0.19 0.07 -0.13
-0.14 0.13 0.04
0.01 -0.04 0.09
-0.23 1.00 -0.87
0.11 0.15 -0.14
0.00 -0.01 0.01
-0.02 0.01 0.02
-0.03 0.02 -0.03
0.01 0.00 -0.01
-0.01 -0.02 0.04
0.01 0.02 0.06
0.00 -0.03 -0.04
-0.08 -0.03 0.08
0.06 0.03 -0.15
-0.05 -0.02 0.06
-0.14 0.06 -0.02
0.17 0.03 -0.24
-0.14 -0.07 -0.01
-0.04 0.07 -0.01
0.37 0.00 0.55
-0.29 -0.01 -0.06
-0.03 -0.04 -0.04
-0.03 0.06 0.04
0.07 0.01 0.00
0.03 0.01 -0.12
0.07 0.02 -0.02
0.00 -0.08 0.04
-0.01 -0.01 0.01
0.01 0.00 0.03
0.01 -0.10 0.03
0.02 0.02 -0.04
0.08 0.01 0.04
0.08 0.02 0.03
-0.03 0.05 0.03
0.00 0.01 -0.02
-0.04 0.03 0.02
-0.24 -0.44 0.13
0.56 0.67 0.13
-0.45 -0.19 -0.22
1.16 0.34 0.78

Summary:
Molar mass ... 872.9 g mol⁻¹
ΔE to the lowest compared entry with this formula, charge and spin ... 287.24 kJ/mol
E_tot ... -88322.2098 eV
Total charge ... +2
Gap between HOMO and LUMO (spin up / spin down) ... 6.86 / 6.33 eV
Spin multiplicity ... 2